Record 1
Molecular formula: C19H29N2O2
Method: DFT, ωB97M-V with the def2-TZVPD basis set

```
52
Properties=species:S:1:pos:R:3:forces:R:3
C 0.993 -2.757 -2.023 0.195 0.125 0.002
C -0.101 -2.937 -2.865 -0.247 0.140 -0.308
C -0.331 -1.968 -3.812 0.523 0.385 0.188
C 0.507 -0.848 -3.926 -0.221 -0.468 0.228
C 1.584 -0.667 -3.097 -0.225 -0.029 -0.286
C 1.823 -1.649 -2.122 0.012 -0.096 0.091
C 2.995 -1.494 -1.194 -0.060 -0.356 -0.616
N 2.648 -0.737 0.058 0.360 -0.049 0.082
C 1.632 -1.427 0.888 -0.576 -0.150 0.833
C 1.438 -0.649 2.204 0.043 -0.030 -0.161
N 1.038 0.713 1.983 0.193 0.097 -0.026
C -0.418 0.903 1.847 0.024 0.245 0.252
C -0.973 1.069 3.273 -0.278 -0.427 -0.039
C -2.336 0.420 3.511 0.005 0.107 -0.088
C -3.380 0.695 2.424 -0.030 0.117 0.185
C -3.280 2.080 1.782 -0.104 -0.241 -0.217
C -2.294 2.127 0.615 0.094 0.213 0.166
C -0.808 2.102 0.981 -0.116 -0.302 -0.133
C 1.983 1.378 1.135 -0.030 -0.124 -0.295
C 2.210 0.653 -0.209 -0.224 0.964 0.252
O 0.067 -0.056 -4.934 0.366 0.107 0.266
C -1.061 -0.713 -5.488 -0.692 0.435 -1.053
O -1.304 -1.895 -4.748 0.003 -0.369 0.323
H 1.204 -3.520 -1.289 0.058 -0.098 0.104
H -0.735 -3.804 -2.789 -0.096 -0.140 0.011
H 2.231 0.186 -3.219 0.125 0.152 -0.015
H 3.368 -2.474 -0.891 0.012 0.136 0.119
H 3.799 -0.949 -1.693 -0.003 0.022 0.188
H 3.502 -0.675 0.626 -0.085 -0.033 -0.115
H 0.701 -1.461 0.321 0.149 0.013 -0.053
H 1.965 -2.445 1.092 0.084 0.017 -0.141
H 0.688 -1.158 2.809 0.057 -0.083 0.011
H 2.381 -0.654 2.766 0.007 -0.112 0.047
H -0.854 0.002 1.391 -0.033 -0.037 -0.050
H -1.027 2.133 3.502 0.103 0.092 0.018
H -0.261 0.638 3.978 0.017 0.056 0.001
H -2.216 -0.661 3.610 0.014 -0.025 0.092
H -2.709 0.789 4.468 -0.029 -0.079 0.055
H -3.304 -0.057 1.635 -0.057 -0.038 -0.037
H -4.368 0.579 2.871 -0.023 -0.086 -0.063
H -4.262 2.344 1.386 0.013 0.077 0.055
H -3.022 2.828 2.530 -0.048 0.146 0.065
H -2.470 3.044 0.048 0.007 -0.048 -0.080
H -2.510 1.289 -0.053 -0.020 0.003 -0.061
H -0.260 2.087 0.036 0.077 0.065 -0.009
H -0.549 3.022 1.507 0.106 0.066 0.006
H 1.672 2.403 0.950 0.112 -0.023 -0.083
H 2.940 1.420 1.673 0.034 0.073 -0.056
H 1.286 0.608 -0.786 0.105 -0.095 0.028
H 2.975 1.166 -0.793 0.048 -0.153 -0.058
H -1.938 -0.052 -5.430 0.225 -0.166 0.084
H -0.861 -0.968 -6.539 0.027 0.004 0.291
```
Positions in Å, forces in eV/Å.

## Properties
ΔE to the lowest compared entry with this formula, charge and spin	2.0161	eV
gap between HOMO and LUMO	8.6	eV
net charge	+1
SMILES	c1cc2c(cc1C[NH+]1CCN(C3CCCCCC3)CC1)OCO2

Record 2
Molecular formula: C19H29N2O3
Method: DFT, ωB97M-V with the def2-TZVPD basis set

```
53
Properties=species:S:1:pos:R:3:forces:R:3
C 3.686 -1.476 3.475 0.142 -0.064 0.155
O 2.983 -0.218 3.512 -1.946 0.051 -0.830
C 1.695 -0.156 3.085 0.913 0.016 0.364
C 1.150 1.146 2.931 0.020 0.011 0.129
C -0.120 1.304 2.434 0.438 0.283 -0.242
C -0.917 0.174 2.106 -0.993 0.053 -0.927
C -2.254 0.407 1.679 -0.091 -0.509 2.527
O -3.164 -0.553 1.738 1.833 0.118 -0.674
C -4.196 -0.580 2.745 -0.840 0.391 0.014
C -0.385 -1.130 2.315 0.318 -0.101 0.225
C 0.893 -1.294 2.807 -0.059 -0.296 -0.100
H 4.723 -1.173 3.637 -0.191 -0.320 -0.028
H 3.344 -2.133 4.287 0.107 0.204 -0.203
H 3.583 -1.987 2.505 -0.018 0.323 0.281
H 1.770 1.995 3.214 -0.181 -0.184 -0.133
H -0.538 2.302 2.283 0.208 -0.276 0.068
H -2.616 1.443 1.571 0.179 -0.371 -0.062
H -4.322 -1.633 3.001 0.079 0.204 0.005
H -3.925 0.010 3.632 0.043 -0.209 -0.376
H -5.123 -0.205 2.294 0.191 -0.030 0.233
H -0.997 -1.998 2.085 0.109 0.162 0.037
H 1.289 -2.299 2.988 -0.207 0.477 -0.162
C -0.011 0.373 -3.892 0.313 -0.290 0.171
N -1.313 0.688 -3.360 -0.335 -0.670 0.893
C -2.249 1.254 -4.278 0.512 0.391 -0.584
C -3.628 1.589 -3.692 0.118 -0.036 -0.323
C -3.780 1.415 -2.196 1.062 -0.255 0.755
N -5.048 1.517 -1.684 -0.183 0.275 0.329
C -6.164 1.401 -2.608 -0.054 -0.528 -0.440
C -7.524 1.195 -1.958 -0.317 0.101 0.634
O -7.444 0.661 -0.636 0.366 0.569 -0.071
C -6.648 1.497 0.203 -0.361 -0.265 -0.379
C -5.191 1.486 -0.240 -0.197 -0.377 -0.118
C -2.685 1.200 -1.406 -0.731 0.214 -0.966
C -1.324 1.222 -2.008 0.575 0.206 -0.615
H 0.793 0.924 -3.377 -0.176 0.062 -0.206
H 0.191 -0.697 -3.741 0.147 0.154 -0.164
H 0.059 0.587 -4.965 -0.057 0.009 0.203
H -1.821 2.177 -4.722 -0.168 -0.043 -0.045
H -2.362 0.537 -5.110 -0.050 0.328 0.244
H -3.841 2.630 -3.975 -0.194 -0.215 0.260
H -4.348 0.974 -4.247 0.040 0.196 0.425
H -6.216 2.294 -3.248 0.003 -0.249 0.034
H -6.002 0.527 -3.257 0.083 0.291 0.143
H -8.056 2.162 -1.953 -0.102 -0.356 0.203
H -8.093 0.446 -2.521 0.037 0.435 0.043
H -7.023 2.538 0.210 -0.131 -0.402 0.026
H -6.741 1.040 1.198 0.036 0.469 -0.164
H -4.722 0.576 0.168 -0.038 0.033 -0.245
H -4.678 2.348 0.217 0.068 -0.072 -0.151
H -2.735 0.977 -0.350 -0.298 0.210 -0.270
H -0.633 0.609 -1.409 -0.109 0.201 -0.097
H -0.932 2.270 -2.016 0.086 -0.321 0.169
```
Positions in Å, forces in eV/Å.

## Properties
ΔE to the lowest compared entry with this formula, charge and spin	5.8935	eV
gap between HOMO and LUMO	4.4	eV
net charge	+1

Record 3
Molecular formula: C19H29NO2
Method: DFT, ωB97M-V with the def2-TZVPD basis set

```
51
Properties=species:S:1:pos:R:3:forces:R:3
C 2.816 1.695 5.569 0.020 0.231 0.000
O 2.668 0.300 5.499 -0.048 -0.365 -0.154
C 2.534 -0.275 4.266 -0.004 -0.066 -0.040
C 2.514 0.409 3.060 0.061 0.258 0.338
C 2.369 -0.295 1.875 -0.008 -0.238 -0.008
C 2.236 -1.674 1.851 -0.005 0.060 -0.057
C 2.093 -2.452 0.566 0.024 0.063 -0.182
C 1.725 -1.633 -0.669 -0.066 -0.057 0.177
C 0.327 -1.019 -0.565 0.392 0.138 -0.108
C 0.187 0.173 -1.499 -0.221 -0.463 0.282
O 1.094 0.953 -1.707 0.349 0.228 0.024
N -1.034 0.301 -2.060 -0.536 0.001 -0.215
C -1.387 1.395 -2.940 0.090 0.394 -0.355
C -1.822 0.872 -4.313 0.051 -0.162 0.166
C -3.170 0.157 -4.251 -0.018 0.303 -0.179
C -4.235 1.077 -3.663 -0.024 -0.276 0.185
C -3.821 1.562 -2.277 0.026 0.304 -0.357
C -2.478 2.293 -2.329 0.107 -0.173 0.354
C -2.064 2.792 -0.947 -0.051 0.034 -0.291
C 2.269 -2.366 3.071 -0.002 0.162 0.150
C 2.158 -3.861 3.118 -0.015 0.062 -0.012
C 2.414 -1.663 4.252 0.024 0.163 0.057
H 3.714 2.033 5.040 -0.045 -0.008 0.009
H 1.941 2.215 5.164 0.046 -0.018 0.003
H 2.914 1.930 6.628 -0.003 0.037 -0.087
H 2.612 1.482 3.020 0.011 0.101 0.039
H 2.365 0.270 0.957 -0.032 0.062 -0.172
H 3.040 -2.967 0.371 -0.067 -0.118 -0.012
H 1.333 -3.226 0.705 0.063 -0.097 0.003
H 2.448 -0.833 -0.829 -0.025 -0.030 -0.052
H 1.764 -2.283 -1.547 0.057 0.048 -0.012
H 0.175 -0.647 0.452 -0.094 0.007 -0.023
H -0.441 -1.767 -0.770 -0.042 0.004 0.047
H -1.756 -0.366 -1.843 0.192 -0.085 0.103
H -0.465 1.976 -3.049 -0.185 -0.077 0.016
H -1.055 0.196 -4.698 0.055 0.068 -0.041
H -1.896 1.719 -4.997 0.007 0.049 -0.063
H -3.462 -0.154 -5.256 0.015 -0.116 0.035
H -3.087 -0.746 -3.642 -0.024 -0.125 0.003
H -5.190 0.551 -3.603 -0.046 0.059 -0.062
H -4.369 1.939 -4.320 -0.057 0.047 -0.050
H -4.582 2.237 -1.880 -0.004 -0.040 0.121
H -3.754 0.712 -1.593 -0.024 -0.061 0.126
H -2.585 3.157 -2.994 -0.005 -0.027 -0.050
H -2.788 3.511 -0.571 -0.062 0.071 0.086
H -1.089 3.270 -0.994 0.126 0.073 0.071
H -2.003 1.966 -0.242 0.007 -0.067 0.096
H 1.183 -4.189 2.758 -0.035 -0.096 -0.035
H 2.284 -4.220 4.136 0.007 -0.062 0.043
H 2.918 -4.324 2.490 0.017 -0.113 -0.041
H 2.440 -2.181 5.199 0.005 -0.088 0.121
```
Positions in Å, forces in eV/Å.

## Properties
ΔE to the lowest compared entry with this formula, charge and spin	0.0178	eV
gap between HOMO and LUMO	8.9	eV
net charge	0
SMILES	COc1ccc(CCCC(=O)N[C@H]2CCCC[C@H]2C)c(C)c1

Record 4
Molecular formula: C19H29NO5S
Method: DFT, ωB97M-V with the def2-TZVPD basis set

```
55
Properties=species:S:1:pos:R:3:forces:R:3
C 2.562 6.441 -2.303 -0.147 -0.183 0.141
C 1.803 5.468 -1.406 0.207 0.234 -0.057
C 0.646 4.810 -2.126 -0.200 -0.485 0.793
S -0.227 3.729 -0.960 0.352 0.220 -0.643
O -1.316 3.096 -1.654 0.148 -0.123 -0.168
O -0.534 4.483 0.221 0.238 0.076 0.248
N 0.991 2.628 -0.585 -0.700 0.824 -0.212
C 1.132 2.318 0.821 -0.250 0.144 0.653
C 0.058 1.340 1.290 0.273 0.004 -0.045
C 0.101 0.044 0.463 -0.227 -0.034 0.050
C -1.051 -0.873 0.913 0.072 -0.331 -0.104
C -1.062 -2.235 0.220 0.173 0.284 -0.058
O -2.044 -3.016 0.865 -0.172 -0.122 0.103
C -2.257 -4.291 0.434 -0.103 -0.149 0.031
C -1.568 -4.908 -0.603 0.135 0.345 0.037
C -1.873 -6.215 -0.950 -0.080 -0.132 0.017
C -2.855 -6.916 -0.278 0.040 -0.144 -0.115
C -3.543 -6.301 0.757 0.004 0.054 0.025
C -3.249 -5.001 1.112 0.086 0.188 0.003
C 1.411 -0.692 0.731 -0.198 0.119 -0.254
O 2.159 -1.106 -0.119 0.146 -0.071 -0.052
O 1.617 -0.855 2.038 -0.178 0.122 0.267
C 2.808 -1.537 2.434 0.530 -0.245 0.006
C 4.001 -0.593 2.469 -0.395 -0.112 -0.091
C -0.010 0.396 -1.025 0.294 -0.032 0.058
C 1.019 1.455 -1.432 -0.137 -0.436 -0.524
H 2.968 5.924 -3.169 0.081 0.002 -0.129
H 3.384 6.895 -1.756 0.086 0.070 -0.004
H 1.903 7.232 -2.652 -0.025 0.129 -0.079
H 1.407 5.992 -0.535 0.074 -0.006 0.030
H 2.477 4.687 -1.048 -0.002 0.057 0.046
H -0.087 5.533 -2.476 -0.170 -0.017 -0.027
H 0.966 4.184 -2.953 0.004 -0.087 -0.157
H 1.046 3.260 1.363 0.171 -0.172 0.152
H 2.134 1.902 0.974 0.019 0.066 -0.024
H 0.195 1.114 2.348 -0.080 0.014 0.007
H -0.915 1.816 1.153 -0.077 -0.057 0.063
H -2.003 -0.375 0.724 -0.002 0.082 0.013
H -0.969 -1.046 1.988 -0.038 0.033 0.004
H -1.306 -2.126 -0.844 0.066 -0.068 0.071
H -0.078 -2.716 0.308 -0.089 -0.015 -0.068
H -0.795 -4.387 -1.146 0.061 0.077 -0.024
H -1.330 -6.684 -1.758 0.041 -0.031 -0.059
H -3.085 -7.933 -0.556 -0.017 -0.083 -0.026
H -4.313 -6.838 1.290 -0.065 -0.031 0.051
H -3.774 -4.506 1.914 -0.066 0.059 0.098
H 2.589 -1.934 3.427 -0.004 0.018 -0.141
H 2.996 -2.359 1.736 -0.073 0.077 0.173
H 3.792 0.253 3.119 0.031 0.069 0.083
H 4.873 -1.122 2.844 0.119 -0.033 0.049
H 4.216 -0.229 1.468 0.061 0.028 -0.056
H 0.159 -0.492 -1.634 -0.050 -0.009 -0.039
H -1.006 0.790 -1.226 -0.027 -0.103 0.033
H 0.816 1.784 -2.451 0.129 -0.181 -0.088
H 2.027 1.032 -1.389 -0.071 0.095 -0.061
```
Positions in Å, forces in eV/Å.

## Properties
ΔE to the lowest compared entry with this formula, charge and spin	0.0000	eV
gap between HOMO and LUMO	9.2	eV
net charge	0
SMILES	CCCS(=O)(=O)N1CCC(CCOc2ccccc2)(C(=O)OCC)CC1